(1)
C49H54N3NaOP4S2Se2 | wB97M-V/def2-TZVPD

XYZ file:
```
116
Properties=species:S:1:pos:R:3:mulliken_charge:R:1
H 1.095 -0.261 -3.493 0.24
C 2.219 4.699 0.090 -0.64
H 2.204 4.059 2.203 0.49
H 4.070 -4.156 -0.578 0.47
Se -1.556 2.273 -1.573 -0.40
H -0.806 -3.894 7.741 0.34
H 1.506 -5.984 -2.159 0.40
C 0.249 -4.727 -0.967 -0.60
C 3.653 -4.240 0.420 -0.97
C 1.644 0.865 -5.293 -0.69
C -1.145 5.702 -1.613 -0.68
H 3.775 -0.492 0.449 -0.62
C 0.110 -6.859 0.793 -0.76
S 2.149 -0.498 2.880 -0.79
C 0.425 -2.662 4.268 -0.79
H 5.298 1.038 1.431 0.21
H -4.593 -2.604 4.197 0.41
H 1.553 -1.216 5.343 0.34
H -4.230 2.734 -2.090 0.26
H 4.803 -5.987 0.926 0.34
H -1.360 5.046 -2.449 0.43
C 0.864 -2.046 5.436 -0.60
C 5.729 0.470 0.603 -0.77
H 3.603 3.024 -3.693 0.26
C 2.234 2.409 0.777 0.37
C -0.541 7.317 0.558 -0.63
P -1.252 -2.947 0.591 1.60
C 3.508 -5.371 2.528 -0.79
C -2.787 -3.463 1.460 0.05
H 1.615 1.613 1.190 -0.51
O 1.868 -0.127 -1.122 -0.53
Na -0.056 -0.312 -0.212 0.41
H 4.970 -1.081 -0.719 0.22
C 2.648 2.557 -3.947 -0.32
C -6.015 3.917 -1.807 -0.58
C 4.063 -5.268 1.261 -0.64
H 2.411 2.767 -6.112 0.39
C -0.547 6.937 -1.812 -0.48
H -6.027 -4.441 3.348 0.35
C -4.006 4.130 -0.496 0.54
H 2.146 -4.539 3.950 0.33
N 2.373 1.385 -3.119 0.73
H 6.972 2.202 0.023 0.39
H 2.376 -2.534 0.176 0.62
C -0.473 -3.721 4.374 0.10
H -1.614 -4.995 5.665 0.43
H 6.426 -0.254 1.026 0.49
C -4.762 -4.837 1.654 -0.66
C -4.319 -3.139 3.295 -0.65
P -2.284 3.630 -0.081 0.44
C 2.656 2.004 -5.372 -0.77
H -1.156 -5.613 1.975 0.20
C -4.618 5.135 0.251 -0.44
C -4.713 3.521 -1.523 -0.40
H 6.991 0.845 -1.111 0.31
C 6.363 1.412 -0.419 -0.75
H -4.080 5.587 1.077 0.36
H 4.730 2.832 -0.635 -0.09
P 2.584 1.111 -1.501 -1.66
S -1.890 -2.228 -1.208 -0.59
C -3.607 -4.480 0.975 -0.27
C 0.921 -5.906 -1.249 -0.56
C -5.911 5.538 -0.039 -0.67
C -0.460 -3.554 6.771 -0.52
C -6.614 4.929 -1.073 -0.37
H 3.267 2.192 1.085 -0.22
N 2.135 2.472 -0.697 1.53
C -1.142 6.080 0.757 -0.30
C 1.928 3.855 -1.151 0.04
C -0.309 -1.964 1.520 -0.59
H 0.894 3.983 -1.477 -0.20
C -3.155 -2.792 2.619 -0.54
Se -2.188 3.055 1.967 -0.43
H -2.506 -1.999 2.977 0.46
C 2.697 -3.331 0.840 0.13
H 0.230 8.712 -0.882 0.35
C -1.451 5.264 -0.326 0.33
C -0.910 -4.173 5.611 -0.80
C 2.138 -3.420 2.114 -0.04
H 3.647 1.605 -5.608 0.30
C 0.858 -6.978 -0.368 -0.45
H 0.283 -3.893 -1.657 0.27
H -3.338 -4.986 0.055 0.41
H 0.698 3.789 1.332 -0.22
H 5.392 2.278 -2.182 0.19
H -1.357 5.712 1.754 0.38
C 2.556 -4.450 2.951 -0.44
H -0.308 7.263 -2.818 0.39
H 2.761 -0.503 -4.027 0.26
C 5.145 1.960 -1.163 -0.04
H -0.850 -4.185 3.472 0.12
H -0.296 7.937 1.413 0.35
H 0.052 -7.685 1.493 0.38
H 0.770 -1.990 7.577 0.38
C -5.121 -4.166 2.818 -0.44
C -0.564 -5.677 1.070 0.22
C -0.244 7.750 -0.726 -0.47
H 2.593 4.123 -1.967 0.14
H 3.294 4.905 0.154 0.42
P 0.942 -2.098 2.580 2.10
C 1.785 3.790 1.232 -0.32
H 1.393 -7.896 -0.584 0.34
C -0.500 -4.591 0.200 0.02
N 4.200 0.846 -1.161 0.18
C 0.423 -2.487 6.678 -0.57
H 1.730 0.151 -6.112 0.39
H -6.375 6.322 0.548 0.36
H 1.687 5.651 0.063 0.25
C 4.607 -0.194 -0.188 0.57
H 3.813 -6.170 3.196 0.38
H 1.861 3.309 -3.837 0.12
H 0.625 1.260 -5.289 0.27
H -5.389 -5.635 1.271 0.36
H -7.628 5.239 -1.297 0.34
H -6.561 3.429 -2.606 0.38
C 1.954 0.235 -3.941 -0.38
```

Properties
LUMO energy ... 3.442 eV
Net charge ... -2
Total energy ... -252150.4791 eV
Highest occupied orbital energy ... -1.7 eV
Frontier orbital gap ... 5.1 eV



(2)
C49H58AsN2PRuS3Se2 | wB97M-V/def2-TZVPD

XYZ file:
```
117
Properties=species:S:1:pos:R:3:mulliken_charge:R:1
H -2.693 -2.769 0.381 0.04
C -3.733 0.629 -0.743 -0.71
C 1.072 3.472 1.392 -0.73
H -4.322 -4.451 1.101 0.51
H 5.892 0.926 -1.567 0.48
H 5.717 3.833 1.961 0.46
H 1.686 -3.600 -4.071 0.65
H -3.108 -2.587 5.506 0.45
H 5.530 5.049 0.679 0.40
H -5.413 1.905 -1.086 0.46
C 2.599 2.177 -0.148 -0.29
H -2.000 5.524 4.208 0.45
Se 1.490 -2.398 -1.883 0.34
P -1.398 -0.957 -0.477 2.07
C 4.983 1.311 -1.137 -1.43
C -0.210 3.896 1.734 0.63
H 6.187 4.530 -1.670 0.38
C -3.441 -1.153 -2.330 -1.04
C 1.434 0.608 -6.022 -1.15
C -2.590 -6.558 -2.178 -0.64
H 1.081 6.257 2.193 0.33
C 2.523 -1.670 -4.523 -1.00
C -3.425 -6.771 0.448 -0.43
H 0.109 3.420 4.423 0.23
H 7.569 1.355 -0.230 0.35
C -2.308 0.148 3.380 -1.23
H -0.955 0.876 4.873 0.52
H 1.919 3.796 1.974 0.43
H -3.423 -0.610 1.726 0.55
H -3.169 0.198 4.027 0.62
H -1.455 -3.895 4.222 0.42
C -0.975 2.603 -0.137 -1.25
C -0.432 4.853 2.890 1.93
As -1.315 -5.151 1.609 0.16
C -4.140 -7.397 -0.556 -0.52
S -2.672 1.964 -4.742 -0.19
C -4.640 -2.776 4.019 -0.43
C -4.546 -0.707 -3.033 -0.58
C -0.677 -3.462 0.715 -1.33
C 0.018 6.247 2.419 -1.67
C -4.974 -3.303 2.783 -0.81
C -2.447 -3.717 3.817 -0.39
C -1.285 1.423 -4.001 0.24
H 3.481 -3.027 -0.487 0.40
Ru 0.501 0.260 -1.790 0.25
C 4.999 2.448 -0.325 0.54
H -0.527 6.539 1.523 0.39
H 2.223 0.455 -6.757 0.40
H -0.963 -5.393 -1.412 0.43
C 0.389 4.425 4.114 -1.55
C -1.905 4.921 3.307 -1.95
C 6.862 3.760 -1.301 -1.59
H -4.295 -7.757 -2.663 0.40
H 0.482 -2.288 -4.150 0.21
H -2.892 -2.016 -2.686 0.40
C -0.089 -0.007 1.735 -0.41
C 3.284 -3.125 -1.551 -1.38
C -3.007 -0.471 -1.188 1.16
C -1.722 -2.766 -0.134 -0.31
C 6.148 4.234 1.046 -2.07
N 0.242 2.171 -0.417 0.95
C 6.312 3.137 -0.009 2.10
S -0.112 2.469 -3.339 -0.22
C -4.846 1.060 -1.444 -0.89
H 0.603 -0.074 -6.191 0.37
C -2.309 -5.993 0.148 0.30
C 1.273 2.622 0.308 -0.39
H -2.295 3.928 3.526 0.38
C -5.236 0.416 -2.605 -0.77
H -2.266 3.779 1.074 0.49
H 0.212 -3.716 0.129 0.30
C 7.311 2.094 0.524 -1.61
C 3.790 0.668 -1.393 -0.80
H 3.694 3.784 0.733 0.58
H 2.500 -1.841 -5.601 0.59
H -6.078 0.784 -3.173 0.40
H -1.763 2.269 -0.803 0.70
C -3.733 -7.278 -1.875 -0.51
H 7.122 4.646 1.290 0.43
C -2.450 -0.303 2.080 -0.83
H 6.902 1.580 1.391 0.38
H -5.964 -3.150 2.379 0.43
H -2.252 -6.485 -3.201 0.41
H 1.458 4.450 3.920 0.35
H 8.229 2.592 0.825 0.46
C -1.251 3.457 0.915 -0.95
H -3.443 1.154 0.156 0.48
C 1.497 -2.549 -3.840 -0.63
C -3.372 -2.985 4.537 -0.78
C -1.344 -0.356 1.241 1.16
H -4.868 -1.229 -3.923 0.42
C 3.765 2.883 0.148 -0.58
H -0.178 6.985 3.194 0.45
H 6.991 3.012 -2.079 0.36
H -2.517 5.388 2.538 0.39
H -3.736 -6.881 1.482 0.46
C -1.875 -5.931 -1.171 -0.26
S -1.028 -0.266 -3.896 -0.42
H 1.029 0.703 3.412 0.45
H -1.840 -3.275 -1.095 0.56
N 2.621 1.067 -0.906 0.67
H -5.016 -7.981 -0.313 0.40
C 0.052 0.434 3.038 -0.67
H 0.777 -0.094 1.076 0.28
C -4.044 -4.033 2.062 0.18
C -1.062 0.524 3.857 -0.98
H 0.189 5.105 4.938 0.49
H 4.032 -2.576 -2.118 0.41
H -5.370 -2.214 4.582 0.44
H 1.090 1.639 -6.044 0.37
C -2.769 -4.245 2.570 -0.05
H 7.828 4.219 -1.104 0.45
Se 2.228 0.282 -4.282 0.39
H 3.773 -0.217 -2.022 0.14
H 3.528 -1.894 -4.157 0.29
H -0.352 -2.820 1.541 0.45
H 3.291 -4.176 -1.834 0.41
```

Properties
LUMO energy (alpha / beta) ... -3.814 / -3.225 eV
Net charge ... +1
Multiplicity ... 2
Total energy ... -290636.9808 eV
<S²> ... 0.862
Highest occupied orbital energy (alpha / beta) ... -9.4 / -9.6 eV
Frontier orbital gap (alpha / beta) ... 5.6 / 6.4 eV



(3)
C49H58Cl18N8 | wB97M-V/def2-TZVPD

XYZ file:
```
133
Properties=species:S:1:pos:R:3:mulliken_charge:R:1
H -0.853 -2.791 -3.303 -0.40
Cl -6.099 -2.026 -4.344 -0.16
N -4.286 -3.483 2.969 -0.23
C -1.976 3.785 2.708 -0.24
N 4.544 1.101 0.015 0.29
H 2.378 -2.303 5.286 0.08
C 2.654 4.385 -2.233 -0.41
C 0.878 4.494 -7.116 -0.36
H -0.344 5.317 -0.939 0.37
C -5.098 -0.632 -4.491 0.77
C -0.197 -5.492 3.376 0.31
C 0.706 4.995 -1.018 -0.73
H 5.622 0.467 4.040 0.28
C 3.004 3.027 -6.439 -0.45
H -6.045 -4.143 2.141 0.35
H -3.185 -5.898 -1.755 0.29
H 3.264 4.253 -3.201 0.31
H 5.925 0.071 2.354 -0.18
C -4.955 0.755 1.269 -0.23
C -0.545 0.536 0.272 -0.43
H -1.821 5.933 3.168 0.38
C 4.345 1.996 0.986 -0.61
H 7.475 2.798 1.937 0.42
C 0.655 3.360 -6.322 -0.46
C 0.982 -5.300 -1.814 -0.46
C 0.659 -3.727 -0.161 -0.45
C 1.768 2.694 -5.947 0.06
H 5.110 3.219 2.501 0.40
H 3.110 -5.688 0.763 0.51
H 0.041 5.123 -7.379 0.37
H -1.836 1.436 5.015 0.60
C 2.145 -1.546 6.026 -0.35
C -4.305 -1.606 4.424 -0.61
H 0.843 -1.077 -4.771 0.61
H -6.590 1.927 0.692 0.45
H 0.197 -2.781 0.160 0.00
C -1.921 4.895 3.504 -0.51
H 7.866 0.948 0.116 0.39
N -1.806 3.481 5.367 -0.56
Cl -2.602 -5.155 0.387 0.03
Cl 3.539 -0.691 6.825 -0.16
H -4.362 -0.738 -5.243 0.31
C -2.041 2.508 3.192 0.39
C -5.591 -3.371 2.784 -0.25
C 1.464 -1.122 -3.918 -0.65
Cl 0.930 -4.583 4.349 -0.12
H -0.370 3.118 -6.062 0.33
C 2.244 -2.214 -3.809 -0.49
C -1.757 -3.102 -3.761 0.33
C 2.266 3.137 5.008 -0.19
C -5.421 -0.894 -0.855 -0.48
C 1.623 -4.225 0.661 -0.02
C -1.875 2.119 -3.212 0.06
H -3.795 -1.029 5.205 0.41
Cl 0.980 -0.430 5.187 -0.02
H 3.528 4.845 0.827 0.56
Cl 3.633 4.180 5.021 -0.18
H -2.049 3.822 1.606 0.38
H 2.528 -6.787 -1.228 0.45
C -6.382 -2.333 3.435 -0.56
C 2.295 -5.292 0.179 -0.46
H 3.557 -3.335 -2.661 0.46
C 1.520 5.143 0.077 -0.12
H 2.368 0.670 -1.419 0.66
N 2.018 4.923 -7.547 -0.57
C 6.916 1.355 0.446 -0.67
Cl 0.368 -0.419 1.520 0.33
C 2.849 4.759 0.002 -0.49
H 6.004 -0.030 -0.942 0.31
Cl 1.251 3.450 3.549 0.02
H 3.434 -1.430 -0.781 1.11
C 3.087 4.193 -7.214 -0.17
H 1.621 1.837 -5.396 0.65
H -2.112 1.577 2.615 0.20
C 2.966 -1.396 -1.693 -1.02
N 1.409 -0.139 -3.040 0.07
H -5.634 -1.579 -1.694 0.50
H -7.484 -2.309 3.366 0.38
C 1.281 4.520 -2.213 0.26
H -0.420 -4.987 2.435 -0.33
H -1.684 5.498 5.520 0.37
H -6.239 -0.768 4.878 0.41
H 1.736 -3.918 1.734 0.39
H 2.647 2.143 4.981 -0.02
C 5.479 -0.291 3.276 0.16
H -2.620 -2.749 3.772 0.59
N -4.164 -0.341 1.125 0.28
C -5.994 1.081 0.339 -0.94
H -3.954 -2.057 0.110 0.56
Cl 6.284 -1.781 3.810 -0.19
H 3.959 2.516 -6.251 0.35
C 3.019 -2.397 -2.659 -0.49
Cl -2.422 -7.910 -0.590 -0.21
C -4.509 -1.149 0.147 -0.57
H -1.543 0.619 0.597 -0.13
N 0.280 -4.271 -1.398 0.49
H -6.972 0.390 -1.463 0.44
H -1.621 -4.113 -4.078 0.37
C 5.796 0.760 -0.206 -0.28
C 6.696 2.251 1.431 -0.72
H 4.141 4.534 -7.571 0.24
Cl 0.454 -7.098 3.032 -0.17
H 2.291 -2.891 -4.654 0.40
H -1.486 -5.959 -1.491 -0.35
H -4.784 1.565 1.993 0.23
H -1.722 1.840 -4.248 0.30
C -1.878 2.420 4.602 -0.82
Cl -2.681 3.723 -3.159 -0.21
H -1.274 -5.766 3.784 0.30
H -0.910 2.218 -2.742 -0.26
Cl -6.096 0.841 -4.746 -0.20
H 1.055 5.383 1.037 0.41
C 1.950 -5.899 -1.015 -0.89
H -4.563 -0.358 -3.564 -0.71
Cl 3.738 -0.631 3.106 -0.01
C -6.178 0.224 -0.737 -0.19
C 5.370 2.581 1.694 -0.31
C -2.414 -6.141 -0.992 0.22
H 3.354 2.310 1.238 0.71
H -0.353 -0.088 -0.648 0.13
Cl -1.843 -2.134 -5.249 -0.21
Cl 0.099 2.107 0.079 0.17
H 1.619 3.306 5.841 0.39
C 2.285 -0.245 -2.000 -0.62
C -5.670 -1.500 4.313 -0.26
H 0.846 -5.723 -2.826 0.36
C -3.674 -2.606 3.739 -0.24
Cl -2.685 0.921 -2.280 0.18
H 1.621 -2.086 6.822 0.40
N 3.443 4.461 -1.162 -0.50
H 0.725 4.419 -3.184 0.38
C -1.820 4.676 4.827 -0.30
Cl -3.226 -2.986 -2.761 -0.09
```

Properties
LUMO energy ... 0.346 eV
Total energy ... -289075.1109 eV
Highest occupied orbital energy ... -9.5 eV
Frontier orbital gap ... 9.9 eV